# 1
Density functional theory data (ωB97M-V/def2-TZVPD) for a structure of composition C34H45GeN3O8PS4SeV at a distorted geometry.

Last column: Mulliken spin population.
Cartesian coordinates (Å):
1 V -0.458 0.611 -1.628  1.0454
2 C 3.781 1.207 -2.449  0.0006
3 C 2.409 0.586 -2.466  0.0222
4 N 1.503 1.025 -1.633  -0.0250
5 N 1.926 1.984 -0.789  -0.0052
6 C 1.123 2.381 0.145  0.0060
7 S -0.466 1.855 0.412  -0.0184
8 S 1.762 3.551 1.286  -0.0008
9 C 2.977 4.429 0.210  -0.0014
10 C 2.257 5.433 -0.630  -0.0001
11 C 2.211 6.764 -0.234  0.0002
12 C 1.493 7.693 -0.967  0.0000
13 C 0.800 7.296 -2.098  0.0001
14 C 0.832 5.971 -2.497  -0.0005
15 C 1.562 5.047 -1.772  0.0011
16 C 2.134 -0.532 -3.336  0.0016
17 C 3.175 -1.326 -3.836  0.0041
18 C 2.936 -2.433 -4.619  -0.0047
19 C 1.627 -2.774 -4.947  0.0051
20 C 0.581 -2.010 -4.492  0.0008
21 C 0.788 -0.877 -3.674  0.0071
22 O -0.238 -0.193 -3.305  -0.0164
23 H 3.675 2.289 -2.395  0.0007
24 H 4.347 0.953 -3.339  0.0002
25 H 4.328 0.884 -1.564  0.0008
26 H 3.468 3.653 -0.372  0.0005
27 H 3.674 4.902 0.898  -0.0001
28 H 2.736 7.072 0.660  0.0000
29 H 1.462 8.725 -0.646  0.0000
30 H 0.227 8.015 -2.665  0.0000
31 H 0.263 5.641 -3.352  0.0000
32 H 1.562 4.014 -2.088  0.0003
33 H 4.195 -1.101 -3.562  0.0002
34 H 3.760 -3.042 -4.963  -0.0003
35 H 1.431 -3.645 -5.559  0.0004
36 H -0.444 -2.258 -4.730  -0.0007
37 O -6.312 1.975 -1.497  0.0057
38 C -4.996 1.642 -1.555  0.0229
39 C -4.527 0.409 -1.088  -0.0113
40 C -3.181 0.135 -1.210  0.0243
41 N -2.322 1.014 -1.725  -0.0458
42 C -2.752 2.196 -2.153  0.0329
43 C -4.088 2.554 -2.100  -0.0116
44 C -1.555 2.998 -2.627  0.0023
45 O -1.664 4.098 -3.138  0.0111
46 O -0.481 2.344 -2.408  -0.0127
47 C -2.410 -1.100 -0.819  0.0188
48 O -2.927 -2.142 -0.472  -0.0025
49 O -1.161 -0.854 -0.975  -0.0367
50 H -6.808 1.256 -1.086  -0.0004
51 H -5.186 -0.321 -0.636  -0.0005
52 H -4.418 3.518 -2.454  0.0002
53 C -3.125 -2.629 5.685  -0.0001
54 C -2.472 -2.917 4.336  0.0001
55 C -3.253 -2.270 3.203  -0.0001
56 O -1.097 -2.541 4.391  -0.0001
57 P -0.370 -1.192 3.926  -0.0003
58 S 1.497 -1.407 4.528  -0.0006
59 S -0.629 -0.871 1.959  -0.0063
60 O -1.211 -0.128 4.824  0.0000
61 C -1.215 1.292 4.723  0.0002
62 C -2.323 1.754 3.779  0.0011
63 C 0.127 1.869 4.298  -0.0009
64 H -4.120 -3.069 5.716  0.0000
65 H -3.202 -1.556 5.837  0.0000
66 H -2.522 -3.051 6.486  0.0000
67 H -2.436 -4.004 4.182  0.0000
68 H -3.295 -1.193 3.352  0.0002
69 H -4.265 -2.670 3.192  0.0000
70 H -2.792 -2.468 2.238  0.0000
71 H -1.449 1.616 5.750  0.0000
72 H -2.081 1.469 2.757  0.0003
73 H -2.411 2.837 3.825  0.0000
74 H -3.278 1.312 4.061  0.0000
75 H 0.329 1.615 3.260  0.0013
76 H 0.926 1.470 4.917  0.0000
77 H 0.106 2.954 4.383  0.0000
78 C 2.206 -6.580 -0.719  -0.0006
79 Ge 1.058 -4.962 -0.409  -0.0010
80 C -0.612 -5.058 -1.476  -0.0003
81 C 0.643 -4.723 1.512  0.0002
82 C 2.149 -3.403 -1.021  0.0022
83 Se 1.306 -1.761 -0.314  -0.0147
84 C 2.749 -1.239 0.887  0.0005
85 H 1.685 -7.492 -0.448  0.0000
86 H 3.111 -6.518 -0.121  0.0000
87 H 2.494 -6.652 -1.764  0.0001
88 H -1.215 -5.912 -1.171  0.0000
89 H -0.404 -5.144 -2.539  0.0000
90 H -1.193 -4.156 -1.303  0.0003
91 H 0.029 -5.534 1.894  -0.0001
92 H 0.094 -3.792 1.631  0.0000
93 H 1.546 -4.658 2.114  0.0000
94 H 2.160 -3.321 -2.105  -0.0008
95 H 3.172 -3.440 -0.658  0.0002
96 H 2.937 -2.028 1.612  -0.0006
97 H 2.386 -0.356 1.412  0.0002
98 H 3.645 -1.002 0.315  -0.0007

The value obtained for the relative energy (zero: lowest compared OMol25 entry of this formula, charge and spin) is 2.079 eV. The LUMO energy (alpha / beta) comes out at 0.82 / 1.12 eV. As for the multiplicity: 2. As for the net charge: -1. Its expectation value of S² is 0.768. The calculation puts the gap between HOMO and LUMO (alpha / beta) at 4.8 / 5.1 eV.


# 2
Density functional theory data (ωB97M-V/def2-TZVPD) for the ion CH4N3 with charge +1 at a distorted geometry.

Last column: natural (NBO) charge in e.
Cartesian coordinates (Å):
1 N -0.939 0.419 -0.110  -0.5551
2 N 0.395 0.277 -0.653  -0.1700
3 C 1.246 -0.677 -0.031  0.1755
4 N 1.505 0.544 0.295  -0.0940
5 H -0.992 -0.441 0.553  0.4310
6 H -1.614 0.219 -0.811  0.4527
7 H -1.149 1.326 0.407  0.4706
8 H 1.549 -1.668 0.350  0.2894

The value obtained for the relative energy (zero: lowest compared OMol25 entry of this formula, charge and spin) is 4.748 eV. The LUMO energy comes out at -4.91 eV. As for the net charge: +1. The calculation puts the gap between HOMO and LUMO at 10.8 eV.


# 3
Density functional theory data (ωB97M-V/def2-TZVPD) for a cluster of 12 separate species, C5H34N2O12 in total at a distorted geometry.

Last column: natural (NBO) charge in e.
Cartesian coordinates (Å):
1 C 0.981 -0.568 0.407  -0.2843
2 C 1.220 -0.449 1.960  -0.2065
3 C 1.562 1.086 2.160  -0.6261
4 C 2.424 -1.189 2.414  -0.6350
5 N -0.268 0.075 0.055  -0.2711
6 C -1.202 -0.777 -0.512  0.7565
7 N -2.565 -0.429 -0.450  -0.7570
8 O -0.877 -1.774 -1.113  -0.6037
9 H 1.902 -0.057 -0.082  0.3671
10 H 1.028 -1.609 0.059  0.2411
11 H 0.322 -0.833 2.501  0.2643
12 H 2.191 1.166 3.059  0.2434
13 H 0.622 1.732 2.357  0.2113
14 H 2.031 1.547 1.349  0.2246
15 H 2.296 -1.633 3.365  0.2515
16 H 3.230 -0.451 2.673  0.2380
17 H 2.760 -1.970 1.784  0.2214
18 H -0.558 0.949 0.403  0.4484
19 H -3.239 -1.079 -0.695  0.4212
20 H -2.917 0.302 0.125  0.4274
21 H 1.233 0.054 -3.426  0.4856
22 H -0.181 0.371 -2.868  0.4523
23 O 0.388 0.384 -3.671  -0.9341
24 H -1.131 2.041 -3.267  0.4950
25 H -2.599 2.492 -3.364  0.5102
26 O -1.874 2.159 -2.692  -0.9728
27 H -2.457 2.916 -0.089  0.4742
28 H -1.604 3.166 -1.397  0.4976
29 O -1.911 3.479 -0.552  -0.9841
30 H 4.004 -0.147 -2.077  0.5312
31 H 2.783 -1.246 -1.718  0.5011
32 O 3.257 -0.515 -1.452  -0.9963
33 H 2.752 1.620 -1.252  0.4628
34 H 2.366 2.964 -0.450  0.4978
35 O 2.899 2.559 -1.138  -0.9767
36 H -1.245 -3.375 3.064  0.5069
37 H -0.021 -3.032 2.156  0.5055
38 O -0.721 -2.654 2.685  -1.0020
39 H 1.422 -4.002 0.368  0.4720
40 H 0.089 -3.826 0.017  0.4693
41 O 0.465 -4.312 0.760  -0.9192
42 H 0.735 4.371 -0.990  0.5132
43 H -0.064 3.373 0.105  0.5010
44 O 0.745 3.730 -0.224  -1.0077
45 H 0.843 -2.782 -3.118  0.5015
46 H 0.681 -2.100 -1.895  0.4754
47 O 1.437 -2.410 -2.400  -0.9874
48 H -3.209 -1.052 1.874  0.4726
49 H -1.851 -1.173 2.813  0.5096
50 O -2.809 -0.911 2.742  -0.9852
51 H -2.923 1.088 2.491  0.5021
52 H -3.511 2.405 2.403  0.5039
53 O -2.983 1.723 1.794  -1.0075

The value obtained for the relative energy (zero: lowest compared OMol25 entry of this formula, charge and spin) is 2.093 eV. The LUMO energy (alpha / beta) comes out at -2.72 / -8.71 eV. As for the multiplicity: 2. As for the net charge: +1. Its expectation value of S² is 0.756. The calculation puts the gap between HOMO and LUMO (alpha / beta) at 10.5 / 4.5 eV.


# 4
Density functional theory data (ωB97M-V/def2-TZVPD) for an isolated molecule of C4H4N2O2 at a distorted geometry.

Last column: natural (NBO) charge in e.
Cartesian coordinates (Å):
1 O -0.835 1.585 -2.147  -0.4868
2 N -0.636 0.838 -1.147  0.1110
3 C -0.191 -0.402 -1.283  -0.1026
4 C 0.504 -0.747 -0.082  0.1544
5 C 0.543 0.380 0.691  0.0991
6 N -0.083 1.370 0.079  -0.3235
7 C 0.427 -0.616 2.068  -0.0913
8 O 0.406 -1.746 1.070  -0.5258
9 H 0.027 1.931 -2.465  0.4748
10 H -0.738 -1.072 -2.087  0.2350
11 H -0.748 -0.638 2.548  0.2301
12 H 1.324 -0.882 2.756  0.2256

The value obtained for the relative energy (zero: lowest compared OMol25 entry of this formula, charge and spin) is 8.333 eV. The LUMO energy comes out at 0.10 eV. The calculation puts the gap between HOMO and LUMO at 9.0 eV.


# 5
Density functional theory data (ωB97M-V/def2-TZVPD) for a cluster of 2 separate species, C4H7NO2 in total at a distorted geometry.

Last column: natural (NBO) charge in e.
Cartesian coordinates (Å):
1 C -0.335 1.094 3.022  0.8773
2 C 0.819 -1.355 -1.633  -0.5105
3 C -0.538 -0.733 -1.712  -0.5776
4 C 0.193 -0.553 -0.456  -0.0545
5 N -0.604 0.357 3.927  -0.7640
6 O 0.145 1.856 2.318  -0.5421
7 O 0.666 1.151 -0.362  -0.7580
8 H 1.057 -2.416 -1.367  0.2294
9 H 1.492 -0.802 -2.335  0.2074
10 H -0.619 -0.048 -2.668  0.1931
11 H -1.538 -1.128 -1.673  0.2203
12 H 0.456 1.300 -1.363  0.5119
13 H -1.257 -0.391 4.084  0.4324
14 H 0.063 1.669 0.217  0.5350

The value obtained for the relative energy (zero: lowest compared OMol25 entry of this formula, charge and spin) is 6.225 eV. The LUMO energy comes out at 0.62 eV. The calculation puts the gap between HOMO and LUMO at 8.4 eV.


# 6
Density functional theory data (ωB97M-V/def2-TZVPD) for a cluster of 3 separate species, C27H58N7O7P2SSi in total at a distorted geometry.

Last column: Löwdin charge in e.
Cartesian coordinates (Å):
1 C -0.362 -4.591 6.497  -0.1740
2 C -0.088 -3.051 5.938  -0.4166
3 P -0.036 -3.087 4.028  0.9701
4 C -1.861 -2.804 3.444  -0.4081
5 C -2.976 -3.518 4.446  -0.1726
6 C 0.989 -1.676 3.308  -0.2938
7 N 0.162 -0.759 2.450  0.0957
8 C 1.212 0.245 2.047  -0.1587
9 N 0.793 1.229 1.207  -0.1059
10 C 1.573 2.323 0.580  -0.1519
11 C 1.834 2.143 -1.064  -0.1578
12 C 2.273 0.634 -1.507  -0.2428
13 C 3.448 0.795 -2.656  -0.4609
14 S 5.005 -0.188 -2.328  0.8553
15 C 4.843 -1.958 -2.919  -0.4649
16 N 5.633 -2.952 -2.094  -0.0616
17 N 5.464 -4.217 -2.647  -0.0144
18 C 4.531 -4.005 -3.848  -0.0282
19 O 4.106 -2.579 -4.031  -0.0723
20 C -0.702 1.229 0.805  -0.1338
21 P -1.093 -0.107 -0.553  0.7579
22 O -2.580 -0.666 -0.275  -0.3884
23 O -0.008 -1.466 -0.528  -0.2360
24 O -1.200 0.703 -2.115  -0.2343
25 N 2.587 0.032 2.616  -0.0115
26 C 3.872 0.810 2.516  -0.1097
27 C 4.623 0.698 1.032  -0.1010
28 C 6.221 1.088 1.335  -0.3101
29 N 7.390 0.163 1.080  0.0988
30 O 6.399 2.333 1.851  -0.0695
31 N 2.403 -1.177 3.338  -0.1164
32 Si 3.557 -2.179 4.271  0.5077
33 C 3.223 -4.072 4.317  -0.2215
34 C 3.637 -1.385 6.066  -0.2176
35 C 5.411 -2.077 3.619  -0.2169
36 H 0.686 -5.151 6.605  0.0819
37 H -0.933 -4.503 7.532  0.0964
38 H -1.002 -5.243 5.729  0.0678
39 H -0.953 -2.327 6.323  0.0932
40 H 0.985 -2.678 6.295  0.0683
41 H -2.147 -1.652 3.431  0.0884
42 H -2.077 -3.229 2.369  0.0938
43 H -2.797 -4.664 4.606  0.0715
44 H -4.062 -3.300 4.005  0.1001
45 H -2.930 -2.888 5.458  0.0777
46 H 0.881 3.299 0.628  0.1486
47 H 2.578 2.662 1.021  0.1078
48 H 0.781 2.370 -1.560  0.1108
49 H 2.573 2.998 -1.369  0.1246
50 H 1.348 0.138 -2.076  0.0827
51 H 2.540 -0.098 -0.636  0.0981
52 H 3.744 1.927 -2.868  0.1049
53 H 3.009 0.401 -3.694  0.1067
54 H 4.262 -4.951 -4.482  0.1410
55 H -1.425 1.184 1.722  0.1373
56 H -0.980 2.252 0.253  0.1377
57 H 0.025 -1.924 -1.441  0.1145
58 H -0.814 0.028 -2.778  0.0972
59 H 4.702 0.563 3.299  0.1245
60 H 3.580 1.939 2.784  0.1556
61 H 4.615 -0.400 0.598  0.0973
62 H 4.252 1.495 0.261  0.1030
63 H 7.125 -0.699 0.555  0.0814
64 H 8.076 0.747 0.519  0.1195
65 H 4.244 -4.652 4.487  0.0719
66 H 2.588 -4.278 5.307  0.0348
67 H 2.583 -4.496 3.434  0.0437
68 H 4.709 -0.881 6.208  0.0554
69 H 3.527 -2.179 6.920  0.0489
70 H 2.865 -0.488 6.148  0.0531
71 H 5.966 -3.102 3.875  0.0695
72 H 5.329 -2.062 2.438  0.0411
73 H 5.978 -1.134 4.022  0.0466
74 C -4.044 0.123 -6.509  -0.0819
75 C -5.336 0.303 -5.733  -0.2712
76 O -5.500 -0.637 -4.675  -0.1575
77 C -4.512 -0.620 -3.650  -0.2732
78 C -4.424 0.704 -2.911  -0.0821
79 H -3.960 -0.904 -6.885  0.0829
80 H -4.006 0.815 -7.356  0.0778
81 H -3.167 0.311 -5.883  0.0584
82 H -6.179 0.153 -6.417  0.1216
83 H -5.427 1.324 -5.350  0.0957
84 H -3.541 -0.916 -4.055  0.0969
85 H -4.796 -1.400 -2.932  0.1228
86 H -4.092 1.510 -3.572  0.0644
87 H -3.710 0.633 -2.086  0.0328
88 H -5.400 0.990 -2.511  0.0830
89 C -6.048 4.668 -1.919  -0.0773
90 C -4.836 5.090 -2.731  -0.2786
91 O -4.715 4.403 -3.973  -0.1770
92 C -5.785 4.568 -4.898  -0.2842
93 C -6.000 6.008 -5.329  -0.0792
94 H -6.049 3.582 -1.766  0.0737
95 H -6.048 5.164 -0.945  0.0782
96 H -6.982 4.924 -2.426  0.0696
97 H -3.932 4.857 -2.157  0.1130
98 H -4.827 6.172 -2.893  0.1058
99 H -6.704 4.131 -4.495  0.1082
100 H -5.524 3.974 -5.783  0.1140
101 H -6.314 6.636 -4.490  0.0678
102 H -6.776 6.063 -6.098  0.0807
103 H -5.076 6.435 -5.729  0.0833

The value obtained for the relative energy (zero: lowest compared OMol25 entry of this formula, charge and spin) is 16.289 eV. The LUMO energy comes out at -3.24 eV. As for the net charge: +1. The calculation puts the gap between HOMO and LUMO at 7.6 eV.


For each record above, in turn, the calculated molar mass values are 985.5, 58.1, 314.3, 112.1, 101.1, 714.9 g/mol.